(1)
Density functional theory data (ωB97M-V/def2-TZVPD) for 2 unconnected molecules or ions with the total composition C4H14NO.

Values from the calculation:
Total charge: +1
Highest occupied orbital energy (Ha): -0.5822
DFT total energy (a.u.): -290.518513
ΔE to the lowest compared entry with this formula, charge and spin (eV): 1.543

Last column: Mulliken charge in e.
Atoms and positions in Å:
1 H 2.283 -1.991 -0.128  0.32
2 H 0.014 0.647 2.103  0.27
3 H 1.152 2.567 -1.145  0.37
4 H -0.209 0.975 -2.142  0.33
5 C -0.388 1.033 -1.043  -0.58
6 H 0.546 -0.810 -0.539  0.20
7 H 0.694 2.039 0.397  0.31
8 H -1.575 0.020 2.643  0.37
9 H -1.387 1.431 -0.966  0.49
10 C 0.899 1.642 -0.602  -1.02
11 H -1.494 1.322 1.229  0.33
12 N -0.456 -0.446 -0.599  -0.06
13 C -1.015 -0.726 0.766  -0.42
14 O 1.561 -2.468 -0.555  -0.66
15 C -1.057 0.461 1.735  -1.01
16 H -0.723 -1.125 -1.298  0.39
17 H 1.870 1.157 -0.501  0.35
18 H -2.050 -0.986 0.643  0.35
19 H 1.943 -3.075 -1.198  0.31
20 H -0.608 -1.668 1.197  0.38

(2)
Density functional theory data (ωB97M-V/def2-TZVPD) for 2 unconnected molecules or ions with the total composition C4H14NO.

Values from the calculation:
Total charge: +1
Highest occupied orbital energy (Ha): -0.5798
DFT total energy (a.u.): -290.481891
ΔE to the lowest compared entry with this formula, charge and spin (eV): 2.539

Last column: Mulliken charge in e.
Atoms and positions in Å:
1 C 1.269 0.151 0.431  -0.26
2 C -1.053 -0.888 1.218  -0.47
3 H 2.076 -0.193 1.213  0.29
4 H 1.516 0.134 -1.777  0.46
5 C -1.628 0.585 1.117  -0.92
6 H 2.841 -0.447 -0.813  0.39
7 O -0.900 0.454 -1.973  -0.57
8 H -2.544 0.710 1.546  0.45
9 N 0.176 -0.895 0.327  -0.24
10 H -1.767 -1.574 0.987  0.45
11 H -1.270 1.298 -2.062  0.25
12 H -0.862 1.154 1.719  0.34
13 H 0.584 -1.802 0.414  0.39
14 H 0.650 0.999 0.807  0.26
15 H -1.020 0.135 -2.851  0.26
16 H -0.318 -0.924 -0.633  0.39
17 H -0.771 -1.242 2.263  0.32
18 H 2.435 1.303 -1.104  0.30
19 C 2.016 0.121 -0.913  -1.21
20 H -1.430 0.922 0.086  0.11

(3)
Density functional theory data (ωB97M-V/def2-TZVPD) for 2 unconnected molecules or ions with the total composition C4H14NO2.

Values from the calculation:
Highest occupied orbital energy (alpha / beta) (Ha): -0.1133 / -0.3955
DFT total energy (a.u.): -365.904558
ΔE to the lowest compared entry with this formula, charge and spin (eV): 1.319
Spin multiplicity: 2

Last column: Mulliken charge in e.
Atoms and positions in Å:
1 H 1.084 0.889 0.721  0.51
2 C 1.488 0.289 -0.088  -1.22
3 H 2.548 0.339 -0.293  0.57
4 H -1.167 0.439 0.980  0.18
5 C -1.080 -0.589 1.322  -0.43
6 O -0.230 -0.395 2.472  -0.47
7 H 1.423 -1.756 -0.736  0.51
8 H -1.677 2.665 -2.095  0.41
9 H -0.433 -2.510 0.627  0.35
10 H -2.005 -1.003 1.707  0.35
11 H 1.599 -1.563 1.016  0.42
12 O -1.591 2.146 -1.284  -0.98
13 H -0.227 1.143 -1.145  0.12
14 H -2.218 2.577 -0.699  0.31
15 H 0.697 0.148 -2.080  0.70
16 N 0.763 0.824 -1.300  -1.42
17 H 1.222 1.689 -1.670  0.95
18 C 1.107 -1.167 0.132  -0.77
19 C -0.417 -1.476 0.269  -0.82
20 H -0.914 -1.460 -0.700  0.45
21 H 0.028 -1.227 2.844  0.29

(4)
Density functional theory data (ωB97M-V/def2-TZVPD) for 2 unconnected molecules or ions with the total composition C4H14NO2.

Values from the calculation:
Total charge: +1
Highest occupied orbital energy (Ha): -0.5259
DFT total energy (a.u.): -365.788479
ΔE to the lowest compared entry with this formula, charge and spin (eV): 1.150

Last column: Mulliken charge in e.
Atoms and positions in Å:
1 C -0.704 -0.972 0.371  -0.76
2 H 0.006 0.265 -3.603  0.29
3 H -0.497 1.546 2.672  0.46
4 O 1.315 -0.849 -0.869  -0.52
5 H 1.049 1.896 0.705  0.38
6 H -0.306 -2.138 -1.449  0.29
7 H -1.035 -1.694 1.152  0.37
8 H -1.010 0.007 3.071  0.41
9 H -2.044 1.017 1.979  0.38
10 H 0.970 1.469 -3.523  0.31
11 C 0.261 -1.748 -0.554  -0.44
12 H -0.400 1.910 0.136  0.40
13 H 0.732 0.928 -0.725  0.22
14 H 0.781 -2.569 -0.041  0.38
15 N 0.364 1.235 0.211  -0.27
16 C -1.030 0.717 2.228  -1.48
17 H -1.639 -0.562 -0.079  0.33
18 H 0.862 -0.279 1.590  0.30
19 C -0.071 0.152 1.211  0.24
20 O 0.439 0.868 -2.989  -0.59
21 H 1.957 -1.197 -1.494  0.30

(5)
Density functional theory data (ωB97M-V/def2-TZVPD) for 2 unconnected molecules or ions with the total composition C4H14NO2.

Values from the calculation:
Total charge: +1
Highest occupied orbital energy (Ha): -0.5120
DFT total energy (a.u.): -365.802188
ΔE to the lowest compared entry with this formula, charge and spin (eV): 0.776

Last column: Mulliken charge in e.
Atoms and positions in Å:
1 C 1.005 -0.969 0.645  -0.37
2 H 1.851 -0.629 -1.275  0.34
3 C 0.314 -0.262 1.804  -0.50
4 N -0.553 0.235 -1.708  -0.13
5 H 1.834 -1.592 0.995  0.35
6 H 0.320 -1.680 0.160  0.26
7 C 1.554 -0.020 -0.414  -0.69
8 O -2.925 -0.338 -0.377  -0.65
9 H -1.390 0.071 -1.120  0.22
10 H 0.970 1.712 -1.593  0.35
11 H -0.744 -0.149 1.602  0.16
12 H -3.534 -1.022 -0.676  0.29
13 H -3.420 0.228 0.227  0.30
14 H 0.030 1.505 -0.122  0.39
15 H 0.376 -0.824 2.721  0.44
16 H -0.154 -0.634 -2.057  0.37
17 H -0.812 0.801 -2.514  0.38
18 H 1.489 1.028 2.691  0.33
19 O 0.815 1.052 2.006  -0.55
20 H 2.435 0.517 -0.074  0.33
21 C 0.538 0.970 -0.921  -0.63

(6)
Density functional theory data (ωB97M-V/def2-TZVPD) for 3 unconnected molecules or ions with the total composition C4H14NO2.

Values from the calculation:
Total charge: +1
Highest occupied orbital energy (Ha): -0.4942
DFT total energy (a.u.): -365.763022
ΔE to the lowest compared entry with this formula, charge and spin (eV): 1.842

Last column: Mulliken charge in e.
Atoms and positions in Å:
1 C -2.110 1.239 0.136  -0.33
2 C -1.998 1.762 1.549  -0.21
3 O 2.322 -1.137 -0.869  -0.67
4 C -1.385 -0.125 0.113  -0.82
5 H 0.777 0.175 -0.345  0.37
6 H -1.839 3.549 2.816  0.29
7 H 2.597 -1.921 -1.394  0.37
8 H 2.912 -0.382 -0.983  0.31
9 H -1.944 1.042 2.369  0.36
10 N 0.116 0.003 0.408  -0.29
11 O 3.398 -3.304 -2.257  -0.70
12 H 3.178 -3.575 -3.163  0.35
13 H 0.455 -0.820 0.913  0.35
14 H 0.274 0.735 1.110  0.37
15 H -1.442 -0.793 -0.741  0.39
16 H -1.475 1.774 -0.574  0.30
17 H -3.145 1.139 -0.183  0.38
18 C -2.104 3.048 1.893  -0.77
19 H -1.715 -0.722 0.965  0.38
20 H -2.447 3.779 1.163  0.24
21 H 2.794 -3.937 -1.850  0.34

(7)
Density functional theory data (ωB97M-V/def2-TZVPD) for 2 unconnected molecules or ions with the total composition C4H14NO2.

Values from the calculation:
Total charge: +1
Highest occupied orbital energy (Ha): -0.5444
DFT total energy (a.u.): -365.764557
ΔE to the lowest compared entry with this formula, charge and spin (eV): 1.800

Last column: Mulliken charge in e.
Atoms and positions in Å:
1 H -2.077 -1.029 -1.253  0.37
2 H 2.016 1.804 1.054  0.41
3 C -0.338 0.430 1.864  -1.41
4 O -0.067 -2.642 -1.511  -0.56
5 H -2.267 -0.176 0.445  0.42
6 C -1.650 -0.630 -0.315  -1.15
7 H 2.707 2.005 -1.019  0.34
8 O 1.949 1.365 -1.059  -0.49
9 H 1.065 -0.586 0.471  0.27
10 H 0.808 -2.971 -1.867  0.30
11 C 0.458 0.288 0.524  0.24
12 H 0.662 2.535 0.119  0.35
13 H 0.357 0.761 2.663  0.38
14 H -0.945 1.400 1.820  0.41
15 N -0.438 0.196 -0.631  -0.17
16 H -1.286 -1.532 0.168  0.46
17 H 0.205 -0.255 -1.396  0.44
18 C 1.299 1.619 0.200  -0.65
19 H -0.824 1.131 -0.939  0.42
20 H -0.648 -3.340 -1.621  0.28
21 H -0.986 -0.371 2.284  0.37

(8)
Density functional theory data (ωB97M-V/def2-TZVPD) for 2 unconnected molecules or ions with the total composition C4H14NO2.

Values from the calculation:
Total charge: +1
Highest occupied orbital energy (Ha): -0.5336
DFT total energy (a.u.): -365.741162
ΔE to the lowest compared entry with this formula, charge and spin (eV): 2.437

Last column: Mulliken charge in e.
Atoms and positions in Å:
1 C 1.096 -0.244 1.732  -0.70
2 H 0.800 -1.233 2.031  0.33
3 H 2.257 -0.255 1.604  0.32
4 H 1.043 0.981 -0.016  0.44
5 H 1.765 -3.029 -1.397  0.31
6 O 2.180 -2.175 -1.181  -0.62
7 H -1.430 -1.678 -1.461  0.32
8 H -2.626 0.261 -0.989  0.44
9 H -0.671 2.804 -0.031  0.40
10 C -1.530 0.288 -1.141  -0.84
11 O -0.931 -0.858 -1.693  -0.56
12 C -0.841 0.458 0.239  0.34
13 H -2.027 2.109 0.442  0.43
14 H -0.459 2.135 1.525  0.34
15 N 0.582 0.077 0.240  -0.03
16 H 0.740 -0.708 -0.328  0.35
17 C -1.000 1.936 0.642  -1.40
18 H -1.523 -0.178 0.891  0.17
19 H 3.081 -2.253 -1.518  0.30
20 H 0.685 0.641 2.300  0.31
21 H -1.192 0.920 -1.888  0.36

(9)
Density functional theory data (ωB97M-V/def2-TZVPD) for 3 unconnected molecules or ions with the total composition C4H14NO2S.

Values from the calculation:
Total charge: -1
Highest occupied orbital energy (Ha): -0.1166
DFT total energy (a.u.): -764.263192
ΔE to the lowest compared entry with this formula, charge and spin (eV): 0.275

Last column: Mulliken charge in e.
Atoms and positions in Å:
1 C 0.557 0.131 -1.703  -0.65
2 H 0.410 0.176 -2.787  0.29
3 H 0.146 -1.936 -2.027  0.26
4 H -0.091 3.016 0.712  0.29
5 C -0.943 1.955 -1.026  -0.49
6 H 1.451 0.680 -1.398  0.25
7 H -1.429 -1.563 1.850  0.27
8 O 0.996 0.846 2.593  -0.66
9 H 1.122 2.511 -0.420  0.25
10 H -0.488 0.165 -0.079  -0.06
11 C 0.870 -1.368 -1.440  -0.63
12 H -2.134 -0.738 0.800  0.41
13 C 0.096 2.859 -0.361  -0.92
14 H 0.161 0.623 2.168  0.35
15 N -0.665 0.519 -1.025  -0.26
16 H -1.900 2.076 -0.532  0.30
17 H -1.020 2.248 -2.074  0.35
18 H 1.873 -1.515 -1.805  0.29
19 H -0.002 3.890 -0.731  0.33
20 S 0.814 -1.841 0.317  -0.61
21 H 1.634 0.368 2.039  0.30
22 O -2.310 -1.257 1.591  -0.69

(10)
Density functional theory data (ωB97M-V/def2-TZVPD) for 3 unconnected molecules or ions with the total composition C4H14NO3.

Values from the calculation:
Total charge: -1
Highest occupied orbital energy (Ha): -0.1403
DFT total energy (a.u.): -441.262639
ΔE to the lowest compared entry with this formula, charge and spin (eV): 1.528

Last column: Mulliken charge in e.
Atoms and positions in Å:
1 H -2.326 -0.130 2.106  0.38
2 H 1.744 -1.604 -2.322  0.30
3 H -0.702 1.832 -1.387  0.26
4 O 0.712 -2.215 2.176  -0.79
5 H -1.749 1.372 1.433  0.23
6 H 2.281 1.417 -0.524  0.28
7 H -1.783 -1.241 -0.128  0.29
8 H 0.352 0.823 -2.308  0.33
9 C -1.481 0.299 1.521  -0.44
10 H 0.342 -1.212 2.252  0.44
11 H 1.233 2.943 -0.537  0.36
12 O -0.287 0.096 2.124  -0.88
13 C -1.588 -0.165 0.000  -0.74
14 C 1.275 1.851 -0.542  -1.06
15 H 0.824 -2.195 -1.357  0.41
16 N -0.198 -0.142 -0.600  -0.37
17 O 1.470 -2.487 -2.016  -0.71
18 C 0.161 1.162 -1.292  -0.46
19 H 0.703 -2.316 1.224  0.27
20 H -2.362 0.315 -0.595  0.41
21 H 0.376 -0.125 0.248  0.16
22 H 1.002 1.722 0.524  0.34

(11)
Density functional theory data (ωB97M-V/def2-TZVPD) for 3 unconnected molecules or ions with the total composition C4H14NO3.

Values from the calculation:
Highest occupied orbital energy (alpha / beta) (Ha): -0.3731 / -0.3721
DFT total energy (a.u.): -441.147003
ΔE to the lowest compared entry with this formula, charge and spin (eV): 2.283
Spin multiplicity: 2

Last column: Mulliken charge in e.
Atoms and positions in Å:
1 H 0.907 0.544 1.924  0.41
2 C 0.969 0.008 0.973  -0.73
3 H 3.113 -0.609 1.071  0.39
4 H 0.477 0.024 -1.949  0.23
5 C -0.037 0.558 -0.071  0.58
6 H 2.327 -0.999 -0.387  0.26
7 H 0.347 1.548 -0.371  0.48
8 O -2.457 1.032 -0.300  -0.56
9 O -0.265 -2.620 -0.125  -0.66
10 H -7.378 1.948 0.980  0.01
11 H -0.702 -3.361 -0.546  0.28
12 H -1.361 1.164 1.519  0.37
13 H 0.620 -0.985 1.272  0.35
14 H -2.258 0.533 -1.093  0.34
15 C 2.343 -0.247 0.394  -0.65
16 H 2.971 1.661 0.266  0.31
17 H -0.213 -1.836 -0.748  0.40
18 H -1.716 -0.454 0.768  0.29
19 C -1.420 0.586 0.591  -0.77
20 H -7.325 1.670 0.299  -0.01
21 O 2.827 0.924 -0.322  -0.55
22 N -0.224 -0.256 -1.250  -0.78

(12)
Density functional theory data (ωB97M-V/def2-TZVPD) for 4 unconnected molecules or ions with the total composition C4H14NO3.

Values from the calculation:
Total charge: +1
Highest occupied orbital energy (Ha): -0.4969
DFT total energy (a.u.): -440.982578
ΔE to the lowest compared entry with this formula, charge and spin (eV): 2.063

Last column: Mulliken charge in e.
Atoms and positions in Å:
1 C 0.573 -0.636 3.432  -1.27
2 H 0.798 -1.610 3.858  0.33
3 C 0.513 -0.704 1.941  0.00
4 H -0.388 1.347 -0.503  0.32
5 H 1.093 0.186 3.909  0.36
6 C 0.270 0.379 1.219  -0.07
7 H -2.074 -1.686 -0.665  0.29
8 C 0.368 -0.434 -0.996  -0.67
9 H 0.814 -1.327 -0.601  0.36
10 H -1.198 -2.864 -1.070  0.35
11 H 2.200 2.794 -1.269  0.33
12 H 0.080 -0.362 -2.025  0.52
13 O -1.293 -2.181 -0.395  -0.60
14 H -0.474 -0.497 3.743  0.32
15 O -1.711 0.885 -2.280  -0.55
16 H -2.382 0.264 -2.015  0.28
17 O 1.692 2.100 -1.690  -0.63
18 H -1.930 1.561 -2.922  0.28
19 H 2.124 1.249 -1.713  0.33
20 H 0.217 1.369 1.659  0.33
21 H 0.620 -1.685 1.506  0.20
22 N 0.032 0.489 -0.182  0.20